1.
The following is a quantum chemistry calculation of the ion C6H13N with charge +1, from the Open Molecules 2025 dataset.

Each line ends with the Löwdin charge.
Cartesian coordinates (Å):
C -1.025 2.424 1.169  -0.10
C 0.368 1.897 0.812  -0.25
C 0.290 1.032 -0.427  -0.22
N 0.925 -1.605 -1.862  0.25
C 0.260 -1.555 -0.602  -0.26
C 0.032 -0.367 -0.004  0.02
C -0.282 -2.801 -0.045  -0.01
H -1.839 1.763 0.806  0.08
H -1.114 2.423 2.290  0.10
H -1.235 3.429 0.861  0.07
H 1.005 2.788 0.532  0.14
H 0.876 1.262 1.569  0.12
H 1.260 1.026 -0.981  0.12
H -0.437 1.234 -1.323  0.19
H 1.379 -2.416 -2.124  0.10
H 1.360 -0.670 -2.063  0.14
H -0.548 -0.388 1.037  0.19
H -0.427 -2.742 1.033  0.10
H 0.248 -3.771 0.014  0.12
H -1.099 -2.963 -0.691  0.10

Values from the calculation:
* relative energy (zero: lowest compared OMol25 entry of this formula, charge and spin): 125.21 kJ/mol
* 2S+1: 2
* total charge: +1
* LUMO level (alpha / beta): -3.12 / -7.24 eV
* HOMO level (alpha / beta): -0.534 / -0.565 hartree
* orbital gap (alpha / beta): 11.42 / 8.14 eV


2.
The following is a quantum chemistry calculation of a structure of composition C47H29I4IrN5, from the Open Molecules 2025 dataset.

Each line ends with the Löwdin charge.
Cartesian coordinates (Å):
Ir -0.175 -0.065 -0.081  1.52
I -5.406 -5.922 -5.918  0.89
C -4.256 -4.645 -4.731  -0.72
C -4.752 -3.373 -4.391  -0.13
C -3.989 -2.561 -3.578  -0.03
C -2.748 -3.020 -3.124  -0.23
C -2.265 -4.276 -3.465  -0.02
C -3.006 -5.097 -4.296  -0.14
C -1.973 -2.153 -2.212  -0.05
C -1.987 -2.423 -0.832  -0.20
C -2.791 -3.448 -0.222  0.02
C -2.572 -3.411 1.119  0.01
C -1.606 -2.366 1.371  -0.20
C -1.050 -2.078 2.628  -0.04
C -1.530 -2.804 3.823  -0.20
C -2.041 -2.054 4.895  -0.03
C -2.626 -2.701 5.957  -0.14
C -2.630 -4.108 5.983  -0.71
I -3.488 -5.092 7.620  0.89
C -2.058 -4.863 4.944  -0.13
C -1.505 -4.208 3.856  -0.04
C -0.015 -1.097 2.771  -0.22
N 0.332 -0.126 1.835  -0.09
C 1.341 0.622 2.442  -0.23
C 1.941 1.823 1.934  -0.06
C 2.844 2.611 2.789  -0.19
C 4.063 3.063 2.258  -0.05
C 4.913 3.793 3.058  -0.13
C 4.526 4.094 4.378  -0.71
I 5.795 5.245 5.582  0.89
C 3.293 3.680 4.900  -0.14
C 2.453 2.935 4.101  -0.03
C 1.559 2.344 0.680  -0.21
C 1.831 3.683 0.238  0.01
C 1.217 3.863 -0.958  0.00
C 0.612 2.624 -1.338  -0.19
N 0.774 1.693 -0.282  -0.07
C -0.055 2.412 -2.560  -0.04
C -0.601 1.117 -2.855  -0.21
C -1.013 0.724 -4.169  0.00
C -1.490 -0.560 -4.090  0.02
C -1.398 -0.948 -2.717  -0.21
N -0.809 0.067 -1.960  -0.09
C -0.267 3.491 -3.538  -0.19
C 0.825 4.264 -3.966  -0.03
C 0.590 5.298 -4.855  -0.13
C -0.716 5.517 -5.333  -0.70
I -1.066 7.085 -6.692  0.88
C -1.805 4.729 -4.928  -0.13
C -1.560 3.696 -4.051  -0.03
C 1.672 0.060 3.705  -0.01
C 0.797 -0.980 3.925  0.00
N -1.276 -1.746 0.166  -0.07
H -5.723 -3.030 -4.733  0.10
H -4.328 -1.572 -3.247  0.14
H -1.327 -4.588 -3.018  0.13
H -2.625 -6.074 -4.587  0.10
H -3.425 -4.126 -0.774  0.12
H -3.039 -4.000 1.893  0.11
H -1.969 -0.965 4.847  0.13
H -3.058 -2.131 6.784  0.10
H -2.052 -5.947 5.014  0.10
H -1.091 -4.753 2.996  0.13
H 4.316 2.849 1.210  0.12
H 5.876 4.139 2.687  0.10
H 2.997 3.944 5.916  0.10
H 1.490 2.574 4.481  0.13
H 2.423 4.420 0.776  0.12
H 1.211 4.780 -1.543  0.12
H -1.028 1.359 -5.056  0.13
H -1.945 -1.148 -4.889  0.13
H 1.819 4.036 -3.586  0.12
H 1.397 5.970 -5.180  0.10
H -2.789 4.915 -5.341  0.10
H -2.345 3.004 -3.765  0.13
H 2.404 0.448 4.400  0.12
H 0.751 -1.565 4.843  0.13
C 4.765 -0.012 0.241  -0.08
C 4.238 -1.426 -0.055  -0.18
C 2.789 -1.374 -0.333  -0.11
N 1.654 -1.265 -0.592  0.10
H 5.851 0.020 0.376  0.09
H 4.278 0.378 1.138  0.06
H 4.514 0.659 -0.594  0.09
H 4.377 -2.079 0.809  0.12
H 4.742 -1.851 -0.932  0.13

Values from the calculation:
* 2S+1: 5
* total charge: +1
* LUMO level (alpha / beta): -3.71 / -5.61 eV
* HOMO level (alpha / beta): -0.302 / -0.378 hartree
* orbital gap (alpha / beta): 4.50 / 4.67 eV


3.
The following is a quantum chemistry calculation of a cluster of 4 separate species, C8H24O4 in total, from the Open Molecules 2025 dataset.

Each line ends with the Löwdin charge.
Cartesian coordinates (Å):
C -0.718 -2.835 -0.477  -0.08
C 0.738 -3.212 -0.651  -0.31
O 1.529 -2.342 0.134  -0.08
H -1.457 -3.502 -0.929  0.08
H -0.950 -1.840 -0.862  0.05
H -1.052 -2.852 0.569  0.08
H 0.915 -3.113 -1.732  0.11
H 0.918 -4.263 -0.408  0.11
H 2.452 -2.580 0.003  0.10
C 2.338 2.259 -1.391  -0.09
C 1.415 1.078 -1.625  -0.30
O 0.102 1.486 -2.074  -0.11
H 3.326 1.820 -1.205  0.07
H 2.057 2.809 -0.493  0.07
H 2.376 2.960 -2.221  0.07
H 1.256 0.542 -0.678  0.09
H 1.720 0.335 -2.360  0.11
H -0.328 1.917 -1.322  0.04
C -3.068 1.533 -1.487  -0.08
C -2.460 0.566 -0.505  -0.32
O -1.498 1.235 0.294  -0.09
H -2.376 2.218 -1.969  0.07
H -3.803 2.148 -0.953  0.08
H -3.663 1.017 -2.242  0.08
H -2.003 -0.290 -1.017  0.08
H -3.234 0.113 0.124  0.12
H -1.184 0.713 1.042  0.05
C 0.765 1.193 2.765  -0.09
C 0.853 -0.272 3.032  -0.31
O -0.154 -1.018 2.331  -0.10
H 1.519 1.738 3.337  0.08
H -0.223 1.610 2.952  0.08
H 1.051 1.342 1.717  0.06
H 0.775 -0.512 4.096  0.11
H 1.817 -0.674 2.695  0.11
H 0.247 -1.325 1.510  0.03

Values from the calculation:
* relative energy (zero: lowest compared OMol25 entry of this formula, charge and spin): 49.99 kJ/mol
* LUMO level: 0.53 eV
* HOMO level: -0.359 hartree
* SMILES string: CCO.CCO.CCO.CCO
* orbital gap: 10.31 eV


4.
The following is a quantum chemistry calculation of a structure of composition C7H9O4PV, from the Open Molecules 2025 dataset.

Each line ends with the Löwdin charge.
Cartesian coordinates (Å):
O 3.353 1.059 -0.341  0.31
C 2.191 1.075 -0.494  0.00
V 0.286 1.355 -0.817  0.49
O 0.738 2.990 -3.401  0.34
C 0.624 2.260 -2.499  0.07
C 0.047 2.470 0.680  0.02
O -0.149 3.151 1.613  0.34
C -1.642 1.407 -1.181  -0.02
O -2.771 1.581 -1.419  0.31
C 0.795 -2.177 -0.448  -0.15
P -0.078 -0.697 0.177  0.82
C -1.822 -1.192 0.278  -0.18
C 0.431 -0.537 1.908  -0.15
H 0.513 -2.344 -1.501  0.09
H 0.563 -3.076 0.145  0.11
H 1.879 -1.982 -0.418  0.08
H -1.933 -2.123 0.840  0.11
H -2.374 -0.411 0.803  0.08
H -2.259 -1.313 -0.718  0.09
H 0.133 -1.426 2.473  0.12
H 1.522 -0.412 1.980  0.09
H -0.048 0.344 2.342  0.06

Values from the calculation:
* 2S+1: 3
* total charge: +3
* LUMO level (alpha / beta): -17.07 / -16.41 eV
* HOMO level (alpha / beta): -0.888 / -0.882 hartree
* orbital gap (alpha / beta): 7.09 / 7.58 eV


Q: Which formula does entry 3 have?
A: C8H24O4